[1]
48
Properties=species:S:1:pos:R:3:forces:R:3:mulliken_charge:R:1 method="wB97M-V/def2-TZVPD" orbital_gap_ev=6.50 lumo_ev=-1.338 homo_energy_ev=-7.841
C 2.43340 0.98102 -1.53625 -0.6 -0.3 0.4 -1.391
C 1.13296 0.61021 -2.24469 0.3 -0.1 -0.2 0.518
F 0.91127 1.47198 -3.30660 -0.3 0.0 0.3 -0.407
C -0.08303 0.64510 -1.33445 0.2 0.1 0.3 -1.184
C 0.00998 -0.51850 -0.30087 -0.4 0.9 -0.2 0.048
C 0.03507 0.07239 1.12439 0.1 -0.3 -0.4 -1.426
C -1.29133 0.60715 1.62234 -0.1 0.1 0.6 0.281
C -1.28255 0.86399 3.13081 0.1 -0.1 -0.1 -1.049
C -0.20929 1.83541 3.61712 -0.2 0.3 0.2 -0.668
C -0.51784 3.30169 3.30497 0.2 -0.4 -0.1 -1.104
I 0.32524 3.94953 1.44638 -0.1 0.1 0.0 0.099
N -2.37186 -0.42008 1.34886 0.2 0.3 0.2 0.053
C -2.45286 -0.77112 -0.09227 -0.5 -0.2 -0.1 -1.452
C -1.16820 -1.48512 -0.48125 -0.1 -0.2 -0.3 0.501
S -1.43838 -2.02083 -2.20328 -0.1 -0.1 -0.1 -0.135
N -1.10050 -2.68387 0.45984 0.8 0.1 -0.1 0.514
C -1.84725 -3.80281 0.01333 -0.5 0.4 0.3 0.545
O -3.03026 -3.83279 0.01846 0.0 0.0 -0.2 -0.477
F -1.10237 -4.81542 -0.35878 0.2 -0.3 0.1 -0.221
C 0.20497 -3.01574 0.94804 0.1 -0.4 -0.3 0.230
O 1.14157 -3.41702 0.36418 -0.2 0.3 0.1 -0.375
F 0.21464 -2.84421 2.28174 0.0 -0.1 0.1 -0.271
H 3.07285 1.50476 -2.23706 0.1 0.0 0.0 0.553
H 2.22467 1.58349 -0.64821 0.1 0.3 0.0 0.237
H 2.93421 0.07761 -1.18925 0.2 0.0 -0.1 0.306
H 1.23089 -0.39774 -2.65945 0.1 0.2 -0.2 0.081
H -0.07346 1.60083 -0.80912 -0.1 0.1 0.1 0.174
H -0.99085 0.61047 -1.92895 0.0 -0.1 -0.2 0.449
H 0.95706 -1.01330 -0.49377 0.0 -0.3 0.1 1.011
H 0.72622 0.90903 1.10713 0.2 0.0 0.0 0.340
H 0.42570 -0.65485 1.83097 0.0 0.0 0.3 0.371
H -1.60118 1.51750 1.11220 0.1 0.0 -0.3 0.078
H -2.25114 1.25263 3.45383 -0.1 0.0 -0.1 0.482
H -1.14506 -0.09147 3.64490 0.1 -0.1 0.0 0.455
H 0.77960 1.56509 3.25976 0.1 -0.1 0.0 0.405
H -0.16883 1.74675 4.70329 0.0 -0.1 0.1 0.422
H -1.58758 3.46870 3.24127 -0.1 0.1 0.0 0.392
H -0.10079 3.94365 4.07000 0.1 0.2 -0.1 0.486
H -3.27206 -0.09228 1.69406 0.0 0.1 0.0 0.492
H -2.13356 -1.25540 1.89459 -0.1 -0.2 -0.2 0.538
H -3.32507 -1.40113 -0.25515 0.0 -0.1 0.1 0.593
H -2.59717 0.14261 -0.65791 0.2 0.1 0.0 0.281
H -0.20187 -1.83859 -2.68998 0.1 0.0 0.2 0.278
O 3.12926 0.62340 -6.15950 0.0 0.0 0.1 -0.681
Cl 3.72203 0.42221 -4.86383 0.1 0.1 -0.1 1.743
O 5.06578 -0.07467 -4.99934 -0.1 0.0 0.0 -0.686
O 2.92543 -0.53664 -4.10869 0.1 -0.1 0.0 -0.702
O 3.74153 1.67641 -4.13378 0.1 0.0 -0.2 -0.727

[2]
14
Properties=species:S:1:pos:R:3:forces:R:3:mulliken_charge:R:1 method="wB97M-V/def2-TZVPD" orbital_gap_ev=8.09 lumo_ev=0.744 relative_energy_ev=4.195 homo_energy_ev=-7.351
C 3.47667 0.20566 0.18945 -1.4 -0.9 2.4 -0.637
C 0.74403 -0.14733 0.25448 -0.1 1.2 1.6 0.105
C -2.68904 0.84287 0.15402 2.4 1.7 -1.7 -0.718
H 3.95128 -0.71373 0.94392 -1.7 2.1 -2.9 0.225
H 3.38606 1.01401 0.99138 0.5 -0.6 -1.6 0.275
H 4.16503 0.46664 -0.70108 -1.5 -0.5 1.6 0.268
H 1.71493 0.34104 -1.29054 1.2 -0.8 1.3 0.294
H 0.78940 -0.19258 1.59483 -0.7 -0.4 -4.3 0.238
H -3.62856 0.39387 0.15575 -2.0 -0.1 0.0 0.285
H -2.53292 1.55989 1.00225 0.0 -0.7 -0.8 0.231
H -2.41845 1.30652 -0.88289 -1.1 -0.2 1.9 0.237
N 1.95578 0.00242 -0.31495 2.4 0.6 -1.5 -0.220
N -0.29096 -0.02943 -0.61160 4.3 0.3 2.3 -0.491
S -1.64191 -0.58711 0.06779 -2.4 -1.7 1.6 -0.093

[3]
23
Properties=species:S:1:pos:R:3:forces:R:3:mulliken_charge:R:1 method="wB97M-V/def2-TZVPD" orbital_gap_ev="7.87 / 7.01" lumo_ev="0.849 / -1.401" relative_energy_ev=0.000 spin_multiplicity=3 homo_energy_ev="-7.022 / -8.409"
C -3.57267 0.12185 -0.20897 0.9 -0.3 0.5 -0.656
C -3.93983 -0.73438 0.74262 -2.6 -1.9 1.8 -0.477
C -2.22510 0.54999 -0.14630 -0.3 -1.3 1.9 0.599
C -1.70019 -0.01283 1.02234 -1.3 0.7 -1.7 0.133
C 0.72398 0.34812 1.82209 1.3 1.3 1.5 -0.760
C 1.66888 -0.34869 0.98596 1.0 -0.9 -1.0 1.623
C -1.65676 1.41133 -1.21251 1.8 -1.1 0.0 -1.079
C 3.07035 0.15481 0.61624 1.5 1.2 -0.9 -1.185
C 1.12429 -1.44066 0.02738 0.4 0.9 0.8 -1.378
O 1.52267 -0.59426 2.40823 -0.1 -0.4 0.2 -0.461
S -2.75209 -1.01641 1.94111 0.9 0.5 -0.9 -0.157
H -4.22261 0.53312 -0.89069 -1.5 0.5 -1.7 0.421
H -4.92218 -1.26069 0.93945 1.2 1.0 -0.6 0.314
H 0.72395 1.35455 2.30909 -0.2 -0.6 -0.7 0.335
H -0.92101 0.76485 -1.77532 -0.6 0.9 0.3 0.201
H -2.36141 1.82162 -1.94973 0.1 0.0 0.7 0.352
H -1.08992 2.13367 -0.63992 0.3 0.8 -0.7 0.289
H 3.92685 -0.49998 0.96775 -1.3 0.4 0.2 0.283
H 3.35087 1.25828 0.99535 -0.9 -2.5 -1.0 0.299
H 3.20457 0.03092 -0.52507 -0.4 0.8 1.6 0.307
H 0.71957 -0.89673 -0.82629 0.2 -0.3 -0.3 0.180
H 0.31162 -1.99396 0.46860 -0.4 0.0 0.4 0.409
H 1.88026 -2.17618 -0.24503 0.2 0.3 -0.2 0.407

[4]
24
Properties=species:S:1:pos:R:3:forces:R:3:mulliken_charge:R:1 method="wB97M-V/def2-TZVPD" orbital_gap_ev=9.84 lumo_ev=1.077 relative_energy_ev=2.174 homo_energy_ev=-8.765
C 1.03232 -2.88723 -0.30674 -0.5 -1.3 2.8 -0.886
C 1.76639 -1.59212 0.01992 2.0 0.9 0.0 -0.651
N 1.05139 -0.32743 0.35957 3.3 0.8 -5.8 -0.328
C 0.24375 0.36120 -0.71370 -1.0 -1.6 1.3 0.281
C -0.95798 -0.45935 -1.22969 -1.0 -0.2 -0.7 -1.446
C -0.24430 1.72242 -0.21204 2.6 0.3 0.4 -0.776
C -0.80620 1.70647 1.23563 -2.1 -1.6 -2.4 -0.378
N -1.88799 2.66654 1.38819 -0.6 -0.6 2.0 -0.699
H 0.53727 -3.30713 0.67410 0.4 0.8 -2.0 0.209
H 0.35131 -2.84810 -1.12307 -0.9 0.4 -0.3 0.222
H 1.67247 -3.72029 -0.60785 0.7 0.4 0.2 0.380
H 2.44145 -1.39380 -0.83603 -0.3 0.2 0.3 0.350
H 2.49702 -1.71138 0.89954 -1.1 -0.3 -1.2 0.318
H 0.52861 -0.56470 1.07028 -3.8 -0.9 4.6 0.255
H 0.80662 0.56615 -1.60837 0.9 -0.2 -0.1 0.306
H -1.85283 -0.61323 -0.54052 1.6 -0.5 -0.4 0.201
H -1.42926 0.17511 -1.94629 -0.5 1.0 -0.7 0.493
H -0.70874 -1.28653 -1.95178 -0.1 0.2 1.5 0.407
H 0.71857 2.37415 -0.29020 -1.7 -0.7 0.6 0.265
H -0.88857 2.09913 -0.99574 -0.7 0.3 0.3 0.486
H -1.19995 0.65657 1.53628 0.5 1.6 -0.7 0.175
H -0.05603 1.92758 1.89357 2.3 0.3 1.6 0.354
H -1.76385 3.51860 0.90146 0.5 0.8 -0.8 0.207
H -1.85146 2.93736 2.38349 -0.5 -0.1 -0.7 0.256

[5]
18
Properties=species:S:1:pos:R:3:forces:R:3:mulliken_charge:R:1 method="wB97M-V/def2-TZVPD" orbital_gap_ev=9.47 lumo_ev=0.565 relative_energy_ev=0.928 homo_energy_ev=-8.903
C 1.67992 -3.08045 1.22719 0.7 -1.5 -1.4 -1.162
C 1.64470 -2.18964 0.01195 -1.6 0.4 -0.9 -0.524
C 0.29191 -2.41490 -0.77991 1.3 2.4 0.6 -0.552
S 0.08846 -1.03505 -1.96779 -0.3 0.2 -0.5 -0.266
H 2.69229 -3.47395 1.38679 0.0 0.9 0.9 0.326
H 1.20941 -4.04325 0.98839 -0.5 0.3 0.1 0.305
H 1.12932 -2.58847 2.00327 0.3 -0.1 0.9 0.336
H 1.78650 -1.12323 0.30925 -0.3 -0.7 -0.3 0.344
H 2.35036 -2.41436 -0.78242 0.7 -0.1 0.4 0.346
H -0.61531 -2.39534 -0.19652 -0.1 -0.1 0.5 0.377
H 0.36293 -3.31585 -1.32563 0.0 -1.1 -0.5 0.368
H 1.26490 -0.37051 -1.87248 -0.2 -0.5 0.2 0.105
O -3.05876 6.37632 -1.20652 -0.8 -0.5 0.1 -0.651
H -3.55941 5.70790 -1.72106 0.9 0.8 0.2 0.329
H -2.23290 6.60135 -1.63828 -0.1 -0.3 -0.4 0.322
O -1.45291 3.00892 2.04226 0.2 -0.2 0.2 -0.639
H -1.19810 3.57481 1.31112 -0.1 0.1 -0.1 0.320
H -2.38331 3.17570 2.21038 0.0 0.1 -0.1 0.319

Repeat the fifth record exactly.
18
Properties=species:S:1:pos:R:3:forces:R:3:mulliken_charge:R:1 method="wB97M-V/def2-TZVPD" orbital_gap_ev=9.47 lumo_ev=0.565 relative_energy_ev=0.928 homo_energy_ev=-8.903
C 1.67992 -3.08045 1.22719 0.7 -1.5 -1.4 -1.162
C 1.64470 -2.18964 0.01195 -1.6 0.4 -0.9 -0.524
C 0.29191 -2.41490 -0.77991 1.3 2.4 0.6 -0.552
S 0.08846 -1.03505 -1.96779 -0.3 0.2 -0.5 -0.266
H 2.69229 -3.47395 1.38679 0.0 0.9 0.9 0.326
H 1.20941 -4.04325 0.98839 -0.5 0.3 0.1 0.305
H 1.12932 -2.58847 2.00327 0.3 -0.1 0.9 0.336
H 1.78650 -1.12323 0.30925 -0.3 -0.7 -0.3 0.344
H 2.35036 -2.41436 -0.78242 0.7 -0.1 0.4 0.346
H -0.61531 -2.39534 -0.19652 -0.1 -0.1 0.5 0.377
H 0.36293 -3.31585 -1.32563 0.0 -1.1 -0.5 0.368
H 1.26490 -0.37051 -1.87248 -0.2 -0.5 0.2 0.105
O -3.05876 6.37632 -1.20652 -0.8 -0.5 0.1 -0.651
H -3.55941 5.70790 -1.72106 0.9 0.8 0.2 0.329
H -2.23290 6.60135 -1.63828 -0.1 -0.3 -0.4 0.322
O -1.45291 3.00892 2.04226 0.2 -0.2 0.2 -0.639
H -1.19810 3.57481 1.31112 -0.1 0.1 -0.1 0.320
H -2.38331 3.17570 2.21038 0.0 0.1 -0.1 0.319